12
Properties=species:S:1:pos:R:3:forces:R:3 method="wB97M-V/def2-TZVPD" total_energy_ev=-19607.496 largest_force_ha_per_bohr=0.0724 multiplicity=3 e_lumo_ev="-0.27 / -1.10" s2=2.01 homo_energy_ev="-8.52 / -10.14"
C 0.676 -0.306 0.234 -3.314 -0.091 1.699
C -0.277 0.826 -0.107 -0.021 -0.972 0.779
C -0.663 -0.621 -0.494 1.257 1.579 -0.208
N -3.658 -0.023 -2.066 -0.165 0.801 2.114
O -3.671 0.368 -0.967 -0.115 -0.660 -2.003
O -0.078 -0.100 -3.064 0.126 0.156 0.202
S -1.017 -0.909 -2.246 0.487 -0.583 0.671
H 1.614 -0.300 -0.199 1.609 -0.343 -0.926
H 0.544 -0.670 1.306 0.838 0.508 -1.596
H -0.856 1.195 0.734 0.118 0.343 -0.299
H 0.042 1.552 -0.859 -0.284 -0.504 0.072
H -1.329 -1.075 0.223 -0.535 -0.234 -0.505

48
Properties=species:S:1:pos:R:3:forces:R:3 method="wB97M-V/def2-TZVPD" charge=+2 total_energy_ev=-201391.844 largest_force_ha_per_bohr=0.0793 multiplicity=2 e_lumo_ev="-7.87 / -8.66" s2=0.76 homo_energy_ev="-13.23 / -13.22"
Ir -0.066 1.083 0.536 0.203 -3.812 -1.435
Br 3.846 -2.249 -4.468 -0.038 0.124 0.143
C 3.111 -1.328 -3.005 -0.483 -0.665 0.643
C 3.034 0.167 -3.095 0.632 -0.212 0.486
C 3.116 0.858 -1.731 0.242 -0.559 -0.050
C 2.388 0.100 -0.623 -0.560 -2.961 -1.875
O 2.092 0.784 0.377 -1.886 1.939 2.720
C 1.952 -1.240 -0.876 0.181 2.131 0.693
C 0.895 -1.836 -0.161 0.102 0.557 0.138
N 0.056 -1.167 0.588 0.046 2.016 -1.911
C -0.912 -1.768 1.364 -1.266 -0.637 1.180
C -1.391 -3.066 1.243 0.392 0.876 -0.213
C -2.272 -3.593 2.191 -0.302 0.108 0.548
C -2.639 -2.871 3.301 0.130 -0.203 -0.235
C -2.182 -1.546 3.467 0.180 0.143 -0.297
C -2.446 -0.771 4.616 0.136 0.256 -0.138
C -1.963 0.512 4.686 -0.146 -0.267 -0.046
C -1.271 1.038 3.586 0.035 0.341 0.251
N -1.005 0.329 2.511 1.421 1.503 -1.361
C -1.385 -0.964 2.448 -0.068 -1.255 -0.359
C 2.553 -1.966 -1.953 0.826 0.120 -1.704
H 3.771 0.576 -3.794 -0.133 -0.055 0.173
H 4.113 1.195 -1.441 -0.055 -0.025 -0.072
H 0.749 -2.904 -0.322 0.055 -0.011 0.438
H -1.103 -3.680 0.406 0.104 -0.097 -0.086
H -2.642 -4.597 2.057 -0.023 -0.090 -0.001
H -3.275 -3.305 4.059 -0.024 -0.025 0.014
H -3.005 -1.209 5.430 -0.050 0.036 0.057
H -2.117 1.122 5.563 -0.006 0.088 -0.019
H -0.918 2.059 3.598 0.010 0.055 -0.014
H 2.503 -3.045 -1.922 0.083 -0.119 -0.097
N -2.222 1.365 -0.567 0.837 0.267 1.044
N -2.142 1.005 -1.927 -0.582 -0.293 -0.002
C -0.971 1.089 -2.615 0.899 0.112 0.134
N -1.034 0.920 -3.936 -0.050 0.180 0.139
N 0.140 1.295 -1.939 -0.474 -0.746 2.759
N 1.244 1.604 -2.702 -0.071 1.696 -2.291
O 2.314 2.018 -1.966 0.174 0.238 0.608
O 1.723 0.564 -3.538 -0.504 -0.371 0.331
H -3.003 0.858 -0.152 0.256 -0.034 -0.005
H -2.391 2.369 -0.439 -0.083 -0.196 -0.252
H -2.989 1.091 -2.482 0.090 0.052 0.378
H -1.911 0.789 -4.412 0.029 0.061 0.001
H -0.189 0.880 -4.484 0.055 -0.015 0.036
Cl 3.214 5.059 2.054 -0.246 -0.581 -0.510
Ge 2.439 3.833 0.442 -0.103 1.208 -0.076
Cl 0.276 3.377 1.222 -0.215 -0.348 -0.366
Cl 1.915 5.166 -1.193 0.250 -0.527 0.497

18
Properties=species:S:1:pos:R:3:forces:R:3 method="wB97M-V/def2-TZVPD" charge=+3 total_energy_ev=-25870.640 largest_force_ha_per_bohr=0.1577 multiplicity=1 e_lumo_ev=-19.64 homo_energy_ev=-22.77
In 5.557 15.733 -30.695 -1.861 -3.115 0.878
C 9.399 17.889 -30.081 1.002 -0.629 0.965
O 8.915 18.196 -31.375 -2.779 0.386 -0.381
P 7.350 18.369 -31.733 4.200 6.022 -3.441
O 6.513 17.248 -31.277 -0.258 0.717 -0.356
O 7.400 18.668 -33.372 -1.007 -0.674 4.049
C 8.413 19.453 -34.049 0.627 -0.942 -0.916
O 6.830 19.798 -31.078 1.327 -2.858 -2.294
C 6.668 19.949 -29.700 -0.181 -0.738 1.381
H 8.696 17.475 -29.358 -0.296 0.110 -0.327
H 9.946 18.728 -29.652 -0.149 0.638 -0.041
H 10.222 17.185 -30.205 0.206 -0.425 -0.259
H 8.312 19.166 -35.095 0.032 -0.036 0.107
H 9.400 19.228 -33.646 0.237 -0.159 0.112
H 8.346 20.540 -33.997 -0.785 0.543 0.597
H 5.624 20.185 -29.495 -0.184 0.599 0.101
H 7.339 20.742 -29.370 -0.113 0.770 -0.047
H 6.937 19.066 -29.121 -0.018 -0.209 -0.130

60
Properties=species:S:1:pos:R:3:forces:R:3 method="wB97M-V/def2-TZVPD" charge=+1 total_energy_ev=-68327.584 largest_force_ha_per_bohr=0.0310 multiplicity=1 e_lumo_ev=-5.62 homo_energy_ev=-10.12
Cl 3.896 5.636 4.238 -0.037 0.098 0.138
C 2.515 4.638 4.133 -0.461 -0.274 -0.172
C 1.231 5.212 4.046 -0.148 -0.443 0.068
C 0.133 4.398 3.780 0.449 -0.106 -0.135
C 0.300 2.998 3.576 0.454 0.181 0.478
C -0.743 2.187 3.022 0.285 -0.770 0.213
C -0.636 0.796 3.015 0.250 -0.965 0.518
C -1.371 -0.194 2.354 0.683 0.400 1.248
C -0.856 -1.565 2.423 0.443 -0.461 0.320
C -0.666 -2.350 1.263 -0.010 0.160 0.244
C 0.068 -3.538 1.321 -0.321 0.074 0.350
C 0.528 -4.027 2.551 -0.582 0.847 -0.003
Cl 1.244 -5.575 2.654 0.248 -0.123 -0.080
C 0.348 -3.276 3.724 -0.458 0.227 -0.521
C -0.342 -2.068 3.650 0.578 0.241 -0.266
C 1.583 2.438 3.891 0.113 0.357 0.041
C 2.690 3.244 4.126 -0.701 -0.125 0.009
H 1.115 6.284 4.196 0.015 -0.258 -0.108
H -0.875 4.815 3.768 0.325 0.017 -0.292
H -1.582 2.651 2.527 -0.190 0.250 -0.026
H 0.190 0.393 3.624 -0.345 0.224 -0.664
H -2.324 0.014 1.889 -0.095 0.084 -0.868
H -1.036 -1.971 0.312 0.093 -0.186 0.151
H 0.256 -4.118 0.425 -0.094 0.082 0.052
H 0.740 -3.641 4.665 -0.122 0.013 -0.062
H -0.430 -1.466 4.556 -0.142 -0.236 -0.211
H 1.734 1.361 3.962 -0.026 0.387 -0.361
H 3.669 2.797 4.308 -0.304 0.247 -0.081
C -5.258 -1.872 2.092 -0.060 -0.069 0.205
C -5.872 -0.827 1.158 0.281 -0.037 0.019
C -7.343 -1.195 0.912 0.070 0.072 0.003
C -5.049 -0.727 -0.144 -0.176 -0.340 0.438
C -5.822 0.060 -1.177 -0.478 0.274 -0.104
C -5.048 0.257 -2.448 0.294 -0.023 -0.333
N -3.638 0.494 -2.142 0.031 -0.440 -0.568
C -2.746 0.903 -3.131 -0.167 0.490 0.133
C -1.457 1.087 -2.621 0.019 0.471 -1.521
C -0.475 1.612 -3.463 -0.242 -0.046 0.144
C -0.800 2.016 -4.762 -0.388 -0.194 -0.073
C -2.105 1.842 -5.257 0.129 -0.246 0.491
C -3.087 1.253 -4.444 0.178 0.092 -0.153
S -1.367 0.702 -0.930 -0.180 -0.170 0.332
C -3.091 0.262 -0.905 -1.024 0.006 0.814
N -3.713 -0.165 0.149 0.602 -0.051 -1.149
H -5.494 -2.875 1.701 0.141 0.204 0.170
H -4.167 -1.791 2.188 -0.260 0.076 -0.100
H -5.697 -1.789 3.096 0.115 -0.107 -0.225
H -5.827 0.173 1.627 0.004 -0.298 -0.107
H -7.414 -2.157 0.378 -0.023 0.283 0.093
H -7.859 -1.309 1.869 0.071 -0.035 -0.105
H -7.879 -0.426 0.345 0.081 -0.225 0.131
H -4.901 -1.756 -0.546 -0.019 0.353 0.239
H -6.731 -0.497 -1.434 0.139 0.332 0.116
H -6.107 1.035 -0.760 -0.021 -0.192 0.004
H -5.144 -0.626 -3.094 0.176 0.095 0.055
H -5.429 1.114 -3.019 0.104 -0.140 0.169
H 0.529 1.704 -3.079 0.190 0.195 -0.090
H -0.045 2.466 -5.409 -0.178 -0.205 0.303
H -2.354 2.163 -6.274 0.100 -0.187 0.459
H -4.107 1.093 -4.823 0.589 0.120 0.232